1.
C27H35AsCuN6P2S3 | ωB97M-V/def2-TZVPD

Each line ends with the Löwdin spin population.
Cartesian coordinates (Å):
Cu1 1.2229 -0.1012 1.0574  0.35
C1 2.4473 -2.3401 5.6137  0.00
N1 2.7410 -1.8252 4.3014  0.00
C2 3.9775 -1.8176 3.7129  0.00
C3 3.7774 -1.2385 2.4820  0.01
N2 2.4630 -0.8995 2.3144  0.06
C4 1.8574 -1.2609 3.4197  0.00
P1 0.0861 -0.9976 3.6365  0.00
C5 -0.4540 -1.7380 2.0537  0.00
N3 0.3464 -1.9219 1.0192  0.00
C6 -0.4076 -2.5382 0.0600  0.00
C7 -1.6769 -2.7806 0.5230  0.00
N4 -1.6902 -2.2837 1.7988  0.00
C8 -2.7991 -2.3906 2.7127  0.00
C9 0.0510 0.7631 3.1435  0.00
N5 1.0082 1.3489 2.4467  0.03
C10 0.6434 2.6605 2.3263  0.00
C11 -0.5312 2.9001 2.9967  0.00
N6 -0.8893 1.6899 3.5276  0.00
C12 -2.0229 1.4727 4.3906  0.00
H1 3.3638 -2.7247 6.0693  0.00
H2 1.7201 -3.1503 5.5181  0.00
H3 2.0477 -1.5289 6.2274  0.00
H4 4.8632 -2.2068 4.1932  0.00
H5 4.5047 -1.0456 1.7052  0.01
H6 0.0121 -2.7841 -0.9068  0.00
H7 -2.5326 -3.2591 0.0676  0.00
H8 -3.6126 -2.9461 2.2383  0.00
H9 -3.1424 -1.3861 2.9664  0.00
H10 -2.4694 -2.9280 3.6058  0.00
H11 1.2548 3.3614 1.7740  0.00
H12 -1.1087 3.8017 3.1412  0.00
H13 -2.5331 2.4226 4.5713  0.00
H14 -1.6689 1.0676 5.3423  0.00
H15 -2.7077 0.7777 3.9014  0.00
C13 -2.9556 2.7617 1.1395  0.00
As1 -2.8619 0.8216 0.8269  0.00
C14 -3.3950 0.2851 -0.9892  0.00
C15 -3.6989 -0.2512 2.2477  0.00
S1 -1.0459 0.4114 0.9294  0.00
H16 -4.0143 3.0897 1.0945  0.00
H17 -2.3714 3.2920 0.3596  0.00
H18 -2.5386 2.9970 2.1402  0.00
H19 -4.4740 0.4985 -1.1327  0.00
H20 -3.2123 -0.8008 -1.1241  0.00
H21 -2.8035 0.8565 -1.7337  0.00
H22 -4.7919 -0.0627 2.2541  0.00
H23 -3.2694 0.0342 3.2301  0.00
H24 -3.5111 -1.3282 2.0591  0.00
S2 -0.3903 -2.1485 -3.2140  0.03
P2 0.7284 -0.5072 -3.2041  0.02
S3 0.9801 -0.2395 -1.2516  0.11
C16 2.2725 -0.7110 -4.1859  0.00
C17 3.5412 -0.5955 -3.6010  0.00
C18 4.6953 -0.7404 -4.3737  0.00
C19 4.5943 -1.0018 -5.7394  0.00
C20 3.3397 -1.1240 -6.3336  0.00
C21 2.1856 -0.9819 -5.5616  0.00
C22 -0.0143 0.9667 -4.0198  0.00
C23 -1.2139 0.8861 -4.7408  0.00
C24 -1.7441 2.0170 -5.3650  0.00
C25 -1.0816 3.2403 -5.2757  0.00
C26 0.1101 3.3361 -4.5593  0.00
C27 0.6404 2.2065 -3.9344  0.00
H25 3.6319 -0.4019 -2.5346  0.00
H26 5.6703 -0.6557 -3.9030  0.00
H27 5.4928 -1.1192 -6.3374  0.00
H28 3.2550 -1.3374 -7.3950  0.00
H29 1.2071 -1.0895 -6.0246  0.00
H30 -1.7436 -0.0613 -4.8091  0.00
H31 -2.6785 1.9389 -5.9132  0.00
H32 -1.4986 4.1198 -5.7569  0.00
H33 0.6253 4.2884 -4.4785  0.00
H34 1.5654 2.2846 -3.3665  0.00
H35 2.6321 0.6529 0.6258  0.36

Summary:
- expectation value of S² = 0.7569
- total energy (eV) = -194058.95182
- spin multiplicity = 2
- HOMO energy (spin up / spin down) (eV) = -5.791 / -6.034

---

2.
C23H21N3O3S3 | ωB97M-V/def2-TZVPD

Each line ends with the Löwdin charge.
Cartesian coordinates (Å):
O1 -2.5452 -2.8195 -1.8457  0.06
C1 -1.9894 -2.4900 -0.8174  -0.48
N1 -0.6617 -2.4592 -0.6428  0.04
H1 -0.3090 -2.1674 0.2673  0.05
C2 0.3132 -2.7607 -1.6615  -0.23
C3 1.4360 -3.6284 -1.1070  -0.40
H2 2.2842 -3.6401 -1.7883  0.08
H3 1.0975 -4.6452 -0.9122  0.08
S1 2.0276 -3.0529 0.5283  0.95
C4 2.5170 -1.4377 0.1717  -0.92
N2 2.6320 -0.9399 -1.0055  0.05
C5 3.0920 0.3442 -0.9673  -0.33
C6 3.3621 1.1419 -2.0743  -0.03
C7 3.8582 2.4125 -1.8721  -0.10
C8 4.0809 2.9018 -0.5877  -0.10
C9 3.8156 2.1269 0.5253  -0.10
C10 3.3252 0.8482 0.3313  -0.46
S2 2.9297 -0.3663 1.5167  1.05
H4 3.9935 2.4991 1.5217  0.11
H5 4.4727 3.8992 -0.4580  0.10
H6 4.0826 3.0377 -2.7233  0.10
H7 3.1931 0.7494 -3.0642  0.12
H8 0.7493 -1.8318 -2.0489  0.10
H9 -0.1994 -3.2821 -2.4750  0.13
C11 -2.7477 -2.0315 0.4429  -0.07
N3 -2.5700 -0.6237 0.7365  -0.16
C12 -3.3246 0.3552 0.0808  -0.26
C13 -3.9624 0.0944 -1.1309  -0.01
C14 -4.6804 1.0938 -1.7631  -0.07
C15 -4.7656 2.3607 -1.2134  -0.09
C16 -4.1376 2.6188 -0.0066  -0.07
C17 -3.4273 1.6267 0.6428  -0.03
H10 -2.9719 1.8245 1.5984  0.10
H11 -4.2070 3.5984 0.4423  0.11
H12 -5.3213 3.1374 -1.7160  0.10
H13 -5.1705 0.8756 -2.7001  0.11
H14 -3.8972 -0.8790 -1.5890  0.10
S3 -1.2799 -0.1267 1.6851  0.71
O2 -1.7215 0.4716 2.9065  -0.26
O3 -0.4066 -1.2660 1.8157  -0.32
C18 -0.4685 1.1183 0.6810  -0.28
C19 -0.3589 0.9470 -0.6851  -0.05
C20 0.2562 1.9321 -1.4394  -0.05
C21 0.7582 3.0661 -0.8216  -0.07
C22 0.6645 3.2145 0.5524  -0.06
C23 0.0450 2.2351 1.3108  -0.06
H15 -0.0619 2.3230 2.3804  0.12
H16 1.0651 4.0941 1.0319  0.11
H17 1.2277 3.8356 -1.4146  0.11
H18 0.3366 1.8160 -2.5088  0.12
H19 -0.7656 0.0663 -1.1555  0.11
H20 -3.8135 -2.2374 0.3156  0.14
H21 -2.3726 -2.5862 1.3056  0.13

Summary:
- SMILES = O=C(CN(c1ccccc1)S(=O)(=O)c1ccccc1)NCCSc1nc2ccccc2s1
- total energy (eV) = -67311.18182
- HOMO energy (eV) = -8.469

---

3.
C29H71F5NNbO11P | ωB97M-V/def2-TZVPD

Each line ends with the Löwdin charge.
Cartesian coordinates (Å):
C1 0.0974 2.6565 0.5560  -0.29
Nb1 2.2508 3.4787 0.5420  1.76
F1 1.4417 5.2536 -0.1778  -0.52
C2 4.3222 4.4348 0.2808  -0.32
C3 4.3910 5.5186 -0.8719  -0.26
F2 5.5383 5.2072 -1.7014  -0.16
C4 3.0453 1.6251 1.5283  -0.35
C5 4.0030 0.6857 0.7132  -0.29
C6 5.5425 1.0283 0.6845  -0.22
C7 6.1344 1.8399 1.8895  -0.21
C8 6.8542 0.8446 2.9059  -0.29
N1 5.9108 -0.0098 3.6608  -0.01
P1 2.4820 2.5886 -1.8454  0.52
O1 1.8669 1.1899 -2.0945  -0.61
C9 2.0022 4.3749 2.6804  -0.57
F3 1.2545 3.4554 3.4562  -0.05
F4 1.2707 5.5486 2.7274  0.00
F5 3.2176 4.4792 3.3601  -0.03
H1 -0.1488 2.2507 1.5735  -0.01
H2 -0.5878 3.5493 0.4069  -0.01
H3 -0.1132 1.9491 -0.2878  -0.02
H4 5.0952 3.6657 0.0206  0.02
H5 4.6687 4.9495 1.2226  0.05
H6 3.5229 5.5191 -1.5706  0.07
H7 4.6212 6.5183 -0.4312  0.10
H8 3.4595 1.9165 2.5419  0.04
H9 2.1346 0.9974 1.7869  0.05
H10 3.9236 -0.3371 1.2040  0.09
H11 3.6850 0.4844 -0.3514  0.07
H12 5.7754 1.5402 -0.2949  0.10
H13 6.1001 0.0448 0.6268  0.10
H14 6.9762 2.4785 1.4776  0.11
H15 5.4422 2.5519 2.4010  0.09
H16 7.5409 1.3802 3.6151  0.10
H17 7.5160 0.2004 2.2581  0.10
H18 5.5832 -0.7681 3.0557  0.06
H19 5.0959 0.5808 3.8414  0.05
H20 1.7366 3.5001 -2.6884  -0.05
H21 3.8441 2.7126 -2.2993  -0.05
C10 -1.2388 -1.6400 1.1475  -0.12
O2 -0.6858 -0.8676 0.0978  -0.20
C11 0.6520 -1.2495 -0.2207  -0.20
C12 0.6956 -2.1355 -1.4547  -0.19
O3 0.0620 -3.3944 -1.2199  -0.20
C13 -1.2555 -3.4438 -1.7433  -0.12
H22 -2.3207 -1.4920 1.1431  0.08
H23 -1.0326 -2.7067 1.0251  0.08
H24 -0.8404 -1.2970 2.1096  0.08
H25 1.1301 -1.7431 0.6335  0.12
H26 1.2063 -0.3313 -0.4313  0.08
H27 1.7413 -2.3453 -1.6982  0.13
H28 0.2467 -1.6283 -2.3137  0.13
H29 -1.2165 -3.5822 -2.8293  0.08
H30 -1.8232 -2.5398 -1.5103  0.08
H31 -1.7668 -4.2991 -1.2980  0.08
C14 -4.1696 -4.1294 -5.6211  -0.11
O4 -3.7038 -4.7751 -4.4459  -0.20
C15 -4.2145 -6.0953 -4.3103  -0.20
C16 -3.1918 -7.1349 -4.7462  -0.20
O5 -2.9247 -7.0496 -6.1414  -0.20
C17 -1.7180 -6.3549 -6.4232  -0.11
H32 -3.5355 -3.2609 -5.8035  0.09
H33 -4.1231 -4.7840 -6.4945  0.08
H34 -5.1994 -3.7880 -5.4725  0.09
H35 -5.1498 -6.2100 -4.8676  0.12
H36 -4.4363 -6.2452 -3.2493  0.12
H37 -3.6041 -8.1319 -4.5605  0.12
H38 -2.2681 -7.0405 -4.1669  0.13
H39 -0.8610 -7.0071 -6.2245  0.09
H40 -1.6247 -5.4400 -5.8340  0.08
H41 -1.7198 -6.0884 -7.4807  0.09
C18 0.9659 -4.5434 4.6632  -0.11
O6 1.7751 -4.4645 5.8277  -0.20
C19 3.1517 -4.6993 5.5523  -0.20
C20 3.9333 -3.3961 5.4645  -0.20
O7 3.5232 -2.6207 4.3466  -0.20
C21 2.6320 -1.5734 4.7049  -0.10
H42 0.0019 -4.0859 4.8894  0.09
H43 1.4115 -4.0146 3.8177  0.08
H44 0.8033 -5.5928 4.3954  0.09
H45 3.2701 -5.2866 4.6362  0.12
H46 3.5477 -5.2910 6.3835  0.12
H47 4.9925 -3.6312 5.3189  0.12
H48 3.8420 -2.8216 6.3914  0.13
H49 3.1945 -0.7519 5.1610  0.09
H50 1.8556 -1.9120 5.3950  0.08
H51 2.1528 -1.2091 3.7952  0.08
C22 -0.8387 4.8996 -2.9854  -0.12
O8 -1.1471 3.5734 -3.3938  -0.20
C23 -2.2608 3.0302 -2.6958  -0.20
C24 -3.5305 3.1017 -3.5322  -0.20
O9 -3.9360 4.4498 -3.7556  -0.20
C25 -3.5625 4.9234 -5.0389  -0.12
H52 -0.1783 5.3396 -3.7349  0.09
H53 -1.7325 5.5232 -2.9006  0.08
H54 -0.3170 4.8754 -2.0258  0.06
H55 -2.3988 3.5317 -1.7329  0.12
H56 -2.0310 1.9795 -2.4956  0.13
H57 -4.3409 2.6124 -2.9820  0.12
H58 -3.4022 2.5724 -4.4820  0.12
H59 -4.2422 4.5159 -5.7960  0.08
H60 -2.5335 4.6564 -5.2900  0.08
H61 -3.6488 6.0108 -5.0370  0.09
C26 -7.2336 0.1567 2.5355  -0.12
O10 -6.5126 1.0654 3.3518  -0.20
C27 -5.1372 0.7142 3.4756  -0.20
C28 -4.2622 1.5476 2.5504  -0.20
O11 -4.5322 1.2585 1.1834  -0.19
C29 -5.3706 2.2289 0.5754  -0.11
H62 -8.1784 0.6268 2.2586  0.09
H63 -6.6893 -0.0944 1.6223  0.08
H64 -7.4475 -0.7581 3.0987  0.09
H65 -4.9909 -0.3549 3.2911  0.12
H66 -4.8473 0.9185 4.5106  0.12
H67 -3.2143 1.2881 2.7302  0.12
H68 -4.3821 2.6161 2.7535  0.13
H69 -4.7889 3.1278 0.3455  0.09
H70 -6.2183 2.4949 1.2116  0.08
H71 -5.7532 1.8096 -0.3562  0.09

Summary:
- net charge = -1
- total energy (eV) = -79655.78986
- HOMO energy (eV) = -5.470

---

4.
C4H12N3 | ωB97M-V/def2-TZVPD

Each line ends with the Löwdin spin population.
Cartesian coordinates (Å):
C1 3.8455 -0.0775 -0.1511  0.00
C2 -0.0714 -0.7501 0.1375  0.63
C3 -1.2737 0.1782 0.5282  0.22
C4 -1.5609 1.3313 -0.4469  0.04
N1 2.7610 0.5483 -0.1930  0.02
N2 -2.4269 -0.6552 0.5587  0.57
N3 -0.3043 -1.8654 -0.4362  0.36
H1 4.7487 0.4693 -0.1094  0.00
H2 3.7532 -1.0663 0.1455  0.00
H3 1.0344 -0.6407 0.2935  0.03
H4 -0.8061 0.4475 1.4529  0.07
H5 -0.5784 1.7430 -0.6940  0.00
H6 -2.1856 2.1007 0.2540  0.01
H7 -2.0882 1.0844 -1.3639  0.00
H8 2.7082 1.5197 -0.4442  0.00
H9 -2.7109 -1.1456 1.4334  0.01
H10 0.4010 -2.6025 -0.5351  0.01
H11 -3.2525 -0.2433 0.2530  0.02
H12 -1.2639 -2.2557 -0.7266  0.01

Summary:
- net charge = +1
- expectation value of S² = 2.0089
- total energy (eV) = -8799.96682
- spin multiplicity = 3
- HOMO energy (spin up / spin down) (eV) = -9.793 / -12.806